[1]
{"formula": "C4H2O", "method": "ωB97M-V/def2-TZVPD", "symbols": ["C", "C", "C", "C", "O", "H", "H"], "positions_angstrom": [[-1.60743, 0.06130, -0.07070], [-2.87570, 0.23976, -0.03025], [0.96651, -0.44894, 0.22416], [-0.35710, -0.20363, -0.14336], [1.83686, -1.21116, -0.08974], [1.10054, 0.24827, 1.10513], [0.93633, 1.31441, -0.99525]], "mulliken_charge": [0.33, -0.56, -0.20, 0.41, -0.46, 0.36, 0.12], "total_charge": 0, "spin_multiplicity": 1, "mol_weight_g_mol": 66.06, "relative_energy_ev": 7.032, "orbital_gap_ev": [6.95, 6.95], "energy_ha": -228.5010}


[2]
{"formula": "C2H4NO2P", "method": "ωB97M-V/def2-TZVPD", "symbols": ["C", "C", "N", "H", "H", "H", "O", "P", "O", "H"], "positions_angstrom": [[0.37794, 0.61725, -0.41805], [-0.93261, 0.78005, -0.11583], [-0.19232, -0.65844, 0.09353], [1.30782, 1.09628, -0.73756], [-1.82009, 1.22217, 0.09196], [-0.32070, -1.39198, -0.70346], [4.38735, -2.07820, 1.66001], [2.99804, -2.30493, 1.46981], [2.42548, -0.79903, 1.35058], [1.55659, -0.72294, 0.82399]], "mulliken_charge": [-0.22, -0.26, -0.53, 0.36, 0.43, 0.22, -0.40, 0.34, -0.41, 0.47], "total_charge": 0, "spin_multiplicity": 1, "mol_weight_g_mol": 105.03, "relative_energy_ev": 4.142, "orbital_gap_ev": 9.64, "energy_ha": -625.0790}


[3]
{"formula": "C3H9NO2S", "method": "ωB97M-V/def2-TZVPD", "symbols": ["O", "C", "N", "C", "C", "S", "H", "H", "H", "H", "H", "H", "H", "O", "H", "H"], "positions_angstrom": [[2.05244, -1.02681, 0.05119], [1.26983, -0.34257, -0.56574], [0.70572, 0.77902, -0.06445], [-0.54209, 1.35612, -0.50320], [-1.76862, 0.54777, -0.11622], [-1.94001, -1.11412, -0.83447], [0.96927, -0.58348, -1.59857], [1.07236, 1.11963, 0.81349], [-0.54974, 1.44107, -1.59546], [-0.61792, 2.34544, -0.06850], [-2.66272, 1.08891, -0.43871], [-1.87478, 0.48519, 0.95944], [-3.17399, -0.93528, -1.31308], [2.33801, 0.65645, 2.39337], [3.21251, 0.94910, 2.67951], [2.45220, -0.20938, 1.97412]], "mulliken_charge": [-0.61, 0.05, -0.08, -0.74, -0.56, -0.21, 0.38, 0.27, 0.31, 0.36, 0.39, 0.33, 0.13, -0.69, 0.31, 0.36], "total_charge": 0, "spin_multiplicity": 1, "mol_weight_g_mol": 123.18, "relative_energy_ev": 0.903, "orbital_gap_ev": 9.97, "energy_ha": -723.1351}


[4]
{"formula": "CH13O5S", "method": "ωB97M-V/def2-TZVPD", "symbols": ["C", "S", "H", "H", "H", "H", "H", "O", "H", "H", "O", "H", "H", "O", "H", "H", "O", "H", "H", "O"], "positions_angstrom": [[-1.37190, 0.79831, -1.74153], [-0.01951, -0.43533, -1.59031], [-2.27704, 0.20466, -1.66387], [-1.22494, 1.64899, -1.08808], [-1.40136, 1.05678, -2.81221], [1.50805, 1.31991, -0.91507], [1.49780, 1.38696, 0.61034], [2.08702, 1.45624, -0.15022], [-0.35946, 1.90960, 1.62161], [0.18600, 0.71908, 2.28751], [0.15438, 1.68697, 2.40898], [-2.26912, -2.11362, 0.46901], [-2.58366, -0.97326, -0.40942], [-2.84155, -1.33363, 0.44776], [-0.17550, -1.11516, 0.73335], [1.11935, -1.60584, 1.20505], [0.22855, -1.39492, 1.57069], [2.87609, -0.38068, -0.12525], [2.05178, -1.48198, -0.71214], [2.81501, -1.35307, -0.14618]], "mulliken_charge": [-0.84, -0.09, 0.39, 0.26, 0.35, 0.29, 0.38, -0.69, 0.31, 0.40, -0.67, 0.32, 0.26, -0.61, 0.14, 0.47, -0.61, 0.42, 0.23, -0.70], "total_charge": 0, "spin_multiplicity": 2, "mol_weight_g_mol": 137.18, "relative_energy_ev": 0.478, "orbital_gap_ev": [10.88, 6.95], "energy_ha": -820.2123}